{
  "formula": "C47H55Cl3GeN8O4S2W",
  "method": "the ωB97M-V functional and the def2-TZVPD basis",
  "species": ["W", "N", "C", "S", "N", "N", "C", "C", "C", "C", "C", "C", "N", "H", "H", "H", "H", "H", "H", "H", "C", "C", "C", "O", "C", "C", "O", "C", "O", "C", "C", "C", "C", "C", "C", "C", "C", "C", "C", "C", "C", "C", "O", "C", "C", "C", "C", "C", "C", "C", "C", "C", "C", "C", "C", "H", "H", "H", "H", "H", "H", "H", "H", "H", "H", "H", "H", "H", "H", "H", "H", "H", "H", "H", "H", "H", "H", "H", "H", "H", "H", "H", "H", "C", "N", "C", "S", "N", "C", "H", "H", "H", "H", "H", "H", "H", "H", "C", "C", "N", "C", "C", "N", "C", "C", "H", "H", "H", "H", "H", "H", "H", "H", "H", "H", "H", "H", "Cl", "Ge", "Cl", "Cl"],
  "positions_angstrom": [[-0.3936, -0.2167, -0.0338], [1.7800, -1.3668, -4.2669], [1.1176, -0.7344, -3.2758], [2.1187, 0.4493, -2.4109], [-0.1305, -0.9795, -3.1088], [-0.8811, -0.6122, -2.0411], [-2.1744, -0.5169, -2.2839], [-3.0044, -0.8820, -1.1930], [-4.3807, -1.0947, -1.2867], [-5.0126, -1.8342, -0.3146], [-4.2415, -2.3692, 0.7205], [-2.9136, -2.0318, 0.8132], [-2.2939, -1.2311, -0.0726], [2.7870, -1.3385, -4.2675], [1.3573, -2.2167, -4.6099], [-2.5520, -0.4008, -3.2895], [-4.9089, -0.7152, -2.1502], [-6.0718, -2.0404, -0.3800], [-4.6744, -3.0542, 1.4343], [-2.2989, -2.4178, 1.6075], [3.0797, 6.2008, -0.6994], [1.9316, 5.4508, -0.0506], [1.2096, 6.3602, 0.9448], [1.0028, 5.0033, -1.0404], [0.6821, 3.6342, -0.8583], [1.3660, 3.3332, 0.5209], [2.4083, 4.2790, 0.5721], [1.7993, 1.9441, 1.0910], [0.7494, 1.0415, 0.7980], [3.1991, 1.4210, 0.6962], [4.3342, 2.2151, 0.8863], [5.5991, 1.6825, 0.7063], [5.7670, 0.3450, 0.3756], [4.6526, -0.4591, 0.2228], [3.3864, 0.0820, 0.3906], [1.9676, 2.0733, 2.6310], [2.2938, 0.9160, 3.3392], [2.5412, 0.9573, 4.6996], [2.4867, 2.1639, 5.3843], [2.1894, 3.3216, 4.6880], [1.9290, 3.2789, 3.3225], [0.8809, 2.8566, -2.2011], [0.9482, 1.4375, -1.7787], [-0.3807, 3.0706, -3.0442], [-1.0917, 4.2672, -2.9645], [-2.2312, 4.4710, -3.7293], [-2.6846, 3.4852, -4.5923], [-1.9607, 2.3096, -4.7086], [-0.8122, 2.1147, -3.9547], [2.1249, 3.2547, -2.9857], [3.3696, 3.2285, -2.3632], [4.5239, 3.5129, -3.0733], [4.4554, 3.8328, -4.4207], [3.2212, 3.8595, -5.0496], [2.0632, 3.5765, -4.3393], [2.7104, 7.1427, -1.1011], [3.5063, 5.6098, -1.5038], [3.8466, 6.4046, 0.0468], [0.7177, 7.1628, 0.3976], [1.9367, 6.7885, 1.6333], [0.4582, 5.8107, 1.5163], [-0.3851, 3.5642, -0.6793], [0.5697, 3.6347, 1.2205], [4.2286, 3.2437, 1.1929], [6.4648, 2.3156, 0.8531], [6.7597, -0.0720, 0.2704], [4.7509, -1.5118, -0.0082], [2.5264, -0.5629, 0.3182], [2.3890, -0.0247, 2.8110], [2.7999, 0.0436, 5.2201], [2.6946, 2.2014, 6.4453], [2.1742, 4.2750, 5.2001], [1.7489, 4.2159, 2.8171], [-0.7314, 5.0604, -2.3232], [-2.7602, 5.4142, -3.6600], [-3.5761, 3.6383, -5.1856], [-2.2726, 1.5411, -5.4053], [-0.2418, 1.2149, -4.1111], [3.4505, 2.9807, -1.3170], [5.4811, 3.4805, -2.5679], [5.3554, 4.0614, -4.9758], [3.1524, 4.0954, -6.1035], [1.1152, 3.6088, -4.8546], [-2.6249, 4.1518, 2.9402], [-1.9735, 3.3222, 1.9300], [-2.3133, 3.2685, 0.6354], [-2.2263, 1.8145, -0.2597], [-2.7661, 4.3472, 0.0011], [-2.5063, 5.7431, 0.3272], [-3.0663, 3.5085, 3.7010], [-3.4253, 4.7322, 2.4908], [-1.9145, 4.8208, 3.4263], [-1.5316, 2.4833, 2.2734], [-3.0459, 4.1682, -0.9540], [-3.4348, 6.2802, 0.5219], [-1.9994, 6.2158, -0.5142], [-1.8579, 5.8201, 1.1950], [-1.6895, -1.8811, 4.1583], [-1.7150, -1.3013, 5.5989], [-1.9480, 0.1422, 5.5473], [-0.8256, 0.7796, 4.8667], [-0.6486, 0.1424, 3.4615], [-1.7521, -0.7771, 3.1858], [-3.0366, -0.0836, 3.3517], [-3.1767, 0.4159, 4.8126], [-2.5454, -2.5386, 3.9822], [-0.7796, -2.4524, 3.9681], [-0.7625, -1.4662, 6.1045], [-2.5056, -1.7562, 6.1975], [0.0673, 0.6420, 5.4756], [-1.0222, 1.8550, 4.8096], [0.2683, -0.4401, 3.4072], [-0.6284, 0.8929, 2.6717], [-3.8327, -0.7854, 3.0979], [-3.0775, 0.7349, 2.6252], [-4.0003, -0.0803, 5.3289], [-3.3617, 1.4923, 4.8566], [2.1907, -3.0449, -1.2491], [0.5795, -2.5000, 0.1388], [1.5265, -2.8479, 2.0801], [-0.6936, -4.2378, -0.1308]],
  "forces_ev_per_angstrom": [[-1.364, 1.985, 0.270], [-0.012, -0.152, 0.014], [0.137, 0.796, 0.533], [-0.458, -0.249, -0.147], [-0.284, -0.191, -0.898], [0.024, 0.413, 0.495], [0.584, -0.152, -0.322], [-0.077, -0.150, 0.453], [0.076, 0.151, -0.116], [0.202, -0.004, 0.090], [-0.169, 0.019, -0.188], [0.164, -0.116, 0.321], [-0.460, -0.431, -0.292], [-0.005, 0.100, -0.107], [0.035, -0.050, 0.084], [0.074, -0.206, -0.053], [-0.006, -0.035, -0.023], [-0.008, -0.002, -0.005], [0.054, 0.033, 0.074], [0.022, 0.125, 0.077], [-0.120, -0.257, 0.028], [0.010, 0.502, 0.090], [0.032, -0.255, -0.059], [0.096, -0.013, -0.071], [0.117, -0.287, 0.167], [-0.378, -0.186, -0.157], [0.135, -0.100, -0.077], [0.814, 0.508, 0.280], [0.278, -0.865, -0.189], [-0.179, -0.168, -0.214], [-0.031, 0.015, -0.067], [0.011, 0.102, 0.025], [0.026, -0.079, -0.040], [-0.015, -0.050, 0.018], [-0.103, 0.179, 0.050], [-0.268, -0.064, -0.001], [0.114, 0.059, 0.008], [0.071, -0.073, -0.088], [0.044, 0.070, 0.007], [-0.031, -0.020, 0.094], [-0.098, -0.007, -0.028], [0.193, 0.305, -0.190], [0.481, 0.133, -0.552], [-0.042, -0.111, 0.044], [0.051, 0.000, 0.041], [-0.043, 0.050, 0.039], [-0.036, -0.065, -0.019], [0.032, -0.015, -0.031], [0.026, 0.054, 0.034], [-0.094, -0.014, 0.026], [0.025, 0.039, -0.094], [0.067, -0.044, 0.109], [-0.044, -0.001, -0.047], [0.030, 0.017, -0.056], [0.030, 0.002, 0.104], [0.033, 0.027, -0.017], [0.031, 0.005, -0.035], [-0.004, 0.045, 0.012], [-0.008, 0.038, 0.031], [-0.041, 0.034, 0.045], [0.008, -0.009, -0.008], [0.022, -0.044, 0.009], [0.103, 0.016, -0.023], [0.042, -0.010, 0.013], [0.000, 0.003, 0.011], [0.010, 0.015, -0.039], [0.002, -0.013, 0.006], [-0.003, -0.113, -0.078], [-0.030, -0.024, 0.013], [-0.011, -0.001, 0.016], [0.004, 0.001, 0.005], [-0.013, 0.000, 0.012], [-0.037, -0.017, -0.052], [-0.054, 0.023, -0.028], [0.008, 0.009, -0.013], [-0.002, 0.022, 0.003], [-0.012, 0.020, -0.011], [0.029, -0.129, 0.070], [-0.016, -0.033, 0.110], [-0.005, 0.004, 0.010], [0.008, -0.019, -0.001], [0.007, 0.036, 0.006], [-0.021, 0.007, -0.007], [0.063, 0.125, 0.106], [-0.009, 0.097, -0.081], [0.203, -0.253, 0.424], [-0.217, -0.266, -0.414], [-0.108, 0.023, -0.158], [-0.060, 0.129, 0.124], [0.034, -0.037, -0.024], [0.013, -0.013, 0.010], [-0.023, 0.038, -0.029], [-0.053, -0.060, -0.002], [0.073, -0.065, -0.015], [0.022, -0.005, 0.046], [0.006, -0.052, -0.012], [-0.004, -0.017, -0.051], [0.031, 0.054, -0.024], [-0.067, 0.041, -0.090], [-0.004, 0.091, 0.193], [-0.026, -0.117, -0.036], [-0.330, -0.076, 0.379], [-0.134, -0.011, 0.008], [0.102, -0.003, 0.026], [0.034, -0.015, 0.010], [0.011, -0.006, -0.011], [-0.006, -0.021, -0.009], [-0.030, -0.044, 0.039], [0.044, -0.031, 0.025], [-0.009, 0.058, -0.032], [0.034, 0.008, 0.006], [0.024, 0.080, -0.126], [0.158, -0.004, 0.023], [-0.045, 0.047, -0.038], [-0.025, -0.021, -0.006], [-0.019, 0.013, -0.023], [-0.053, -0.007, -0.005], [0.088, 0.047, 0.052], [0.480, -0.884, 0.055], [0.089, -0.089, 0.086], [-0.065, 0.102, 0.069]],
  "charge": 1,
  "homo_lumo_gap_ha": [0.22064, 0.20929],
  "spin_multiplicity": 2,
  "e_homo_ev": [-9.612, -9.677],
  "lumo_energy_ev": [-3.61, -3.98]
}


{
  "formula": "C35H29N2NiO2P2S4",
  "method": "the ωB97M-V functional and the def2-TZVPD basis",
  "species": ["Ni", "S", "P", "C", "P", "S", "C", "C", "C", "C", "C", "C", "C", "C", "C", "C", "C", "C", "C", "C", "C", "C", "C", "C", "C", "C", "C", "C", "C", "C", "H", "H", "H", "H", "H", "H", "H", "H", "H", "H", "H", "H", "H", "H", "H", "H", "H", "H", "H", "H", "O", "C", "C", "C", "C", "C", "C", "C", "O", "N", "N", "C", "S", "C", "C", "S", "H", "H", "H", "H", "H", "H", "H", "H", "H"],
  "positions_angstrom": [[0.1627, 0.2389, -0.0015], [-1.9536, -2.7617, 0.5769], [-3.3110, 0.3296, -0.1635], [-1.6629, 0.9062, 0.0890], [-1.2802, 2.5450, 0.3248], [0.7334, 2.6188, 0.3990], [-1.8713, 3.3145, 1.8951], [-1.6375, 2.5671, 3.0526], [-1.9460, 3.0755, 4.3038], [-2.4981, 4.3477, 4.4243], [-2.7273, 5.1027, 3.2849], [-2.4132, 4.5894, 2.0274], [-1.8965, 3.6874, -0.9795], [-3.2405, 4.0596, -1.0315], [-3.7322, 4.8315, -2.0757], [-2.8808, 5.2392, -3.0949], [-1.5430, 4.8677, -3.0601], [-1.0534, 4.0988, -2.0077], [-4.3270, 1.0448, 1.2118], [-4.0737, 0.4743, 2.4674], [-4.7406, 0.8992, 3.6057], [-5.6986, 1.9065, 3.5201], [-5.9784, 2.4686, 2.2842], [-5.3020, 2.0374, 1.1432], [-3.9942, 1.1204, -1.6909], [-3.1314, 1.5821, -2.6874], [-3.6168, 2.0578, -3.8995], [-4.9833, 2.0788, -4.1513], [-5.8562, 1.5894, -3.1864], [-5.3644, 1.1024, -1.9795], [-1.2054, 1.5779, 2.9528], [-1.7578, 2.4784, 5.1893], [-2.7478, 4.7452, 5.4018], [-3.1510, 6.0974, 3.3678], [-2.5685, 5.2083, 1.1551], [-3.9167, 3.7243, -0.2529], [-4.7825, 5.0988, -2.1018], [-3.2599, 5.8418, -3.9130], [-0.8741, 5.1767, -3.8557], [-0.0114, 3.8034, -1.9762], [-3.3207, -0.3054, 2.5400], [-4.5128, 0.4468, 4.5648], [-6.2148, 2.2508, 4.4086], [-6.7201, 3.2555, 2.2023], [-5.5497, 2.4860, 0.1882], [-2.0667, 1.5778, -2.4874], [-2.9221, 2.4268, -4.6460], [-5.3644, 2.4652, -5.0904], [-6.9238, 1.5781, -3.3774], [-6.0576, 0.6914, -1.2526], [4.1595, -3.6850, -0.2929], [4.7732, -2.4709, -0.3351], [6.1648, -2.4033, -0.4221], [6.8201, -1.1860, -0.4874], [6.0867, -0.0092, -0.4735], [4.7043, -0.0813, -0.3947], [4.0179, -1.2924, -0.3158], [2.5211, -1.1938, -0.2154], [2.0311, -0.0503, -0.5277], [1.8706, -2.2422, 0.1936], [0.5120, -1.9686, 0.3986], [-0.2186, -3.0182, 0.3686], [0.4675, -4.5663, -0.1733], [-0.5414, -5.8604, 0.5992], [-2.0481, -5.6969, 0.5798], [-2.5050, -4.3799, 1.7228], [4.8407, -4.3605, -0.3677], [6.7324, -3.3295, -0.4385], [7.9016, -1.1618, -0.5543], [6.5819, 0.9520, -0.5260], [4.1025, 0.8167, -0.3887], [-0.2093, -5.9547, 1.6316], [-0.2343, -6.7613, 0.0612], [-2.5430, -6.6134, 0.9122], [-2.4195, -5.4247, -0.4082]],
  "forces_ev_per_angstrom": [[-0.253, 0.246, 0.379], [-0.124, 0.030, -0.051], [-0.155, -0.396, -0.158], [-0.026, -0.043, -0.127], [0.257, 0.489, 0.028], [-0.044, 0.009, -0.059], [-0.011, -0.089, 0.084], [-0.066, 0.057, -0.019], [-0.001, 0.048, -0.047], [0.017, -0.066, -0.055], [0.019, -0.085, -0.079], [0.093, 0.036, 0.083], [-0.024, 0.222, 0.139], [-0.053, 0.102, 0.066], [0.081, 0.020, 0.090], [0.031, -0.001, 0.081], [0.009, -0.061, 0.083], [-0.024, 0.092, -0.028], [0.001, 0.025, 0.072], [-0.057, 0.044, -0.009], [-0.035, 0.009, -0.109], [0.076, -0.033, -0.055], [0.090, -0.068, -0.058], [-0.068, 0.015, 0.045], [-0.092, -0.019, -0.055], [-0.081, -0.176, -0.162], [0.028, -0.138, 0.047], [0.015, -0.026, 0.080], [0.092, 0.003, 0.062], [0.063, 0.010, 0.002], [-0.011, -0.011, 0.002], [-0.010, 0.016, -0.034], [0.017, -0.013, -0.027], [0.017, -0.028, -0.016], [-0.031, 0.002, -0.051], [0.063, 0.066, -0.034], [0.032, -0.020, 0.009], [0.012, -0.041, 0.016], [-0.009, -0.008, 0.030], [0.003, 0.024, 0.005], [-0.018, 0.019, 0.003], [0.006, 0.017, -0.031], [0.007, -0.015, -0.016], [0.011, -0.017, -0.012], [0.006, -0.006, 0.030], [-0.054, -0.070, -0.074], [-0.013, -0.019, 0.037], [0.018, -0.025, 0.033], [0.015, -0.009, 0.020], [0.006, 0.027, -0.008], [-0.002, 0.050, -0.013], [0.013, -0.026, -0.022], [-0.050, -0.009, 0.015], [0.001, 0.003, -0.010], [-0.070, -0.054, 0.006], [0.110, 0.050, 0.015], [-0.030, 0.073, -0.012], [0.356, 0.337, -0.268], [-0.228, -0.417, 0.112], [-0.495, -0.094, 0.114], [0.641, -0.187, -0.378], [-0.076, -0.061, 0.185], [0.131, 0.255, 0.072], [-0.064, -0.088, 0.013], [0.060, 0.068, -0.102], [-0.091, 0.140, 0.093], [-0.003, -0.038, 0.008], [-0.009, 0.013, -0.003], [-0.023, -0.009, 0.008], [-0.020, -0.019, 0.003], [0.008, 0.013, -0.013], [-0.006, -0.122, 0.049], [-0.016, 0.037, -0.032], [0.047, 0.042, 0.045], [-0.012, -0.097, -0.038]],
  "charge": -1,
  "homo_lumo_gap_ha": [0.23293, 0.23473],
  "spin_multiplicity": 3,
  "e_homo_ev": [-4.134, -4.193],
  "lumo_energy_ev": [2.20, 2.19]
}


{
  "formula": "C20H31N3O3S",
  "method": "the ωB97M-V functional and the def2-TZVPD basis",
  "species": ["C", "C", "C", "O", "N", "C", "C", "C", "C", "C", "S", "O", "O", "N", "C", "C", "N", "C", "C", "C", "C", "C", "C", "C", "C", "C", "C", "H", "H", "H", "H", "H", "H", "H", "H", "H", "H", "H", "H", "H", "H", "H", "H", "H", "H", "H", "H", "H", "H", "H", "H", "H", "H", "H", "H", "H", "H", "H"],
  "positions_angstrom": [[-6.5911, -0.3587, -0.5617], [-5.3647, -1.2735, -0.5385], [-4.1440, -0.5019, -1.0043], [-3.8341, -0.4607, -2.1760], [-3.4435, 0.1700, -0.0405], [-3.7111, 0.0981, 1.3962], [-2.7375, 1.0860, 2.0603], [-1.8455, 1.4994, 0.9290], [-0.7233, 2.2953, 0.9477], [-0.0943, 2.5612, -0.2577], [1.4045, 3.5230, -0.2363], [1.6040, 4.1234, -1.5257], [1.4036, 4.3604, 0.9297], [2.5732, 2.3469, 0.0469], [3.2359, 1.7892, -1.1203], [2.5719, 0.4937, -1.6048], [3.0732, -0.6796, -0.9198], [2.7782, -1.9210, -1.6113], [3.6752, -3.0307, -1.0692], [3.4663, -3.1901, 0.4313], [3.6718, -1.8414, 1.1135], [2.7827, -0.7472, 0.5065], [1.2944, -0.9364, 0.8695], [0.9950, -0.4527, 2.2822], [-0.5785, 2.0718, -1.4548], [-1.7014, 1.2568, -1.4803], [-2.3211, 0.9640, -0.2735], [-6.4763, 0.4796, 0.1222], [-7.4798, -0.9169, -0.2772], [-6.7358, 0.0370, -1.5637], [-5.5183, -2.0832, -1.2536], [-5.2234, -1.7046, 0.4516], [-4.7501, 0.3588, 1.6047], [-3.5303, -0.9227, 1.7501], [-2.1788, 0.6260, 2.8750], [-3.2605, 1.9542, 2.4660], [-0.3314, 2.7269, 1.8539], [3.1994, 2.6946, 0.7555], [3.1893, 2.5297, -1.9265], [4.2813, 1.5814, -0.8890], [2.8226, 0.3722, -2.6621], [1.4785, 0.6075, -1.5333], [1.7189, -2.2137, -1.5192], [2.9887, -1.7775, -2.6746], [4.7147, -2.7604, -1.2609], [3.4595, -3.9653, -1.5900], [2.4591, -3.5643, 0.6240], [4.1708, -3.9203, 0.8350], [3.4755, -1.9250, 2.1830], [4.7129, -1.5411, 0.9830], [3.0916, 0.2147, 0.9258], [1.0083, -1.9847, 0.7782], [0.6810, -0.3624, 0.1718], [1.5854, -0.9967, 3.0157], [-0.0567, -0.6028, 2.5169], [1.2214, 0.6072, 2.3720], [-0.0725, 2.3460, -2.3668], [-2.0845, 0.8606, -2.4050]],
  "forces_ev_per_angstrom": [[0.066, -0.098, 0.031], [-0.020, 0.071, -0.157], [-0.238, -0.372, 0.147], [-0.001, 0.025, -0.276], [0.010, 0.163, 0.004], [-0.257, -0.299, 0.445], [-0.017, 0.093, 0.025], [0.055, -0.063, -0.210], [-0.150, -0.082, 0.028], [0.489, 0.414, -0.132], [0.195, -0.217, 0.250], [-0.170, -0.329, -0.054], [-0.047, -0.221, 0.172], [-0.620, 0.775, 0.124], [-0.220, -0.374, -0.748], [0.231, 0.166, 0.040], [0.061, 0.009, -0.227], [0.253, -0.161, -0.078], [-0.312, -0.050, 0.004], [0.193, 0.114, -0.071], [-0.200, 0.025, 0.044], [0.088, -0.071, 0.281], [0.232, 0.182, -0.001], [0.016, -0.143, -0.191], [-0.033, 0.109, 0.007], [-0.011, -0.057, -0.170], [0.473, 0.329, -0.026], [-0.041, 0.095, 0.061], [-0.086, 0.019, 0.023], [-0.037, 0.048, -0.064], [0.137, 0.034, 0.077], [0.010, -0.031, 0.011], [0.067, -0.085, 0.014], [-0.070, 0.115, 0.006], [-0.045, -0.013, 0.015], [-0.021, -0.046, 0.029], [0.001, 0.022, 0.204], [0.040, 0.182, 0.187], [0.209, -0.152, 0.037], [-0.039, 0.061, 0.069], [-0.080, 0.010, 0.024], [0.102, -0.054, -0.088], [-0.010, -0.010, -0.051], [-0.085, 0.019, 0.035], [0.055, -0.001, -0.069], [0.038, -0.029, -0.039], [-0.034, -0.080, 0.029], [-0.065, -0.040, 0.038], [0.041, 0.024, 0.076], [0.047, 0.048, 0.060], [-0.023, -0.157, 0.063], [-0.069, -0.011, -0.097], [-0.082, -0.034, -0.080], [0.037, -0.020, 0.145], [-0.107, 0.022, 0.113], [0.025, 0.137, 0.067], [0.009, -0.029, -0.159], [0.011, 0.016, -0.002]],
  "charge": 0,
  "smiles": "CCC(=O)N1CCc2cc(S(=O)(=O)NCCN3CCCC[C@@H]3CC)ccc21",
  "homo_lumo_gap_ha": 0.32228,
  "de_lowest_kj_mol": 168.59,
  "e_homo_ev": -8.230,
  "lumo_energy_ev": 0.54
}